Version a
The following is a quantum chemistry calculation of the molecule C2H2BrIO, from the OMol25 dataset.

Structure (ORCA input):
```
! wB97M-V def2-TZVPD RIJCOSX def2/J DEFGRID3
* xyz 0 1
O 0.504 1.804 0.027
C 0.432 0.629 -0.047
I 2.670 -0.561 -0.347
C -0.566 -0.374 0.107
Br -2.299 0.219 -0.434
H -0.423 -0.446 1.188
H -0.318 -1.270 -0.494
*
```

## Properties
Molar mass in g mol⁻¹: 248.85
HOMO level in eV: -9.49
SMILES: O=C(I)CBr

Version b
The following is a quantum chemistry calculation of a cluster of 2 separate species, C2H2BrIO in total, from the OMol25 dataset.

Structure (ORCA input):
```
! wB97M-V def2-TZVPD RIJCOSX def2/J DEFGRID3
* xyz 0 1
C 2.236 1.682 -0.210
C 0.198 1.323 1.329
O 2.195 2.445 -1.060
Br -1.118 1.755 0.036
I 3.570 0.098 0.124
H 0.439 2.028 2.207
H 0.428 0.199 1.329
*
```

## Properties
Molar mass in g mol⁻¹: 248.85
HOMO level (spin up / spin down) in eV: -8.38 / -8.57

Bottom line: version a, by a margin of 235.9 kJ/mol.

Version a
The following is a quantum chemistry calculation of the molecule C23H32N2O3, from the OMol25 dataset.

Structure (ORCA input):
```
! wB97M-V def2-TZVPD RIJCOSX def2/J DEFGRID3
* xyz 0 1
C 2.077 5.313 0.083
O 2.509 4.185 -0.634
C 1.914 2.981 -0.382
C 2.387 1.907 -1.121
C 1.843 0.640 -0.952
O 2.375 -0.369 -1.684
C 0.784 0.439 -0.062
C 0.108 -0.906 0.075
C 0.591 -1.599 1.370
C 1.463 -2.812 1.052
N 2.600 -2.447 0.227
C 3.653 -1.727 0.931
C 4.849 -1.770 -0.027
C 4.555 -2.958 -0.961
C 3.281 -3.578 -0.385
C -1.400 -0.800 -0.063
C -1.979 0.238 -0.783
C -3.345 0.333 -0.955
C -4.214 -0.631 -0.432
N -5.582 -0.560 -0.632
C -6.445 -1.437 0.121
C -6.154 0.684 -1.089
C -3.626 -1.697 0.255
C -2.257 -1.778 0.422
C 0.366 1.515 0.727
O -0.598 1.227 1.652
C -1.220 2.281 2.337
C 0.916 2.782 0.566
H 1.015 5.520 -0.088
H 2.669 6.146 -0.294
H 2.257 5.203 1.158
H 3.184 2.055 -1.830
H 2.293 -1.209 -1.182
H 0.426 -1.529 -0.770
H 1.161 -0.887 1.967
H -0.251 -1.916 1.981
H 1.791 -3.294 1.992
H 0.871 -3.542 0.492
H 3.900 -2.228 1.882
H 3.336 -0.707 1.151
H 4.912 -0.845 -0.597
H 5.782 -1.899 0.518
H 4.371 -2.604 -1.974
H 5.372 -3.677 -0.990
H 3.531 -4.348 0.365
H 2.647 -4.033 -1.148
H -1.350 0.998 -1.223
H -3.728 1.171 -1.515
H -6.229 -2.478 -0.126
H -6.337 -1.305 1.206
H -7.481 -1.241 -0.148
H -5.788 0.923 -2.089
H -5.922 1.524 -0.421
H -7.236 0.582 -1.149
H -4.232 -2.488 0.666
H -1.866 -2.641 0.941
H -2.016 1.819 2.921
H -1.659 3.008 1.646
H -0.529 2.794 3.016
H 0.570 3.600 1.174
*
```

## Properties
Molar mass in g mol⁻¹: 384.52
HOMO level in eV: -7.26
SMILES: COc1cc(O)c([C@@H](CCN2CCCC2)c2ccc(N(C)C)cc2)c(OC)c1

Version b
The following is a quantum chemistry calculation of the molecule C23H32N2O3, from the OMol25 dataset.

Structure (ORCA input):
```
! wB97M-V def2-TZVPD RIJCOSX def2/J DEFGRID3
* xyz 0 1
C 4.264 -5.250 3.268
C 3.707 -5.167 1.849
O 3.092 -3.929 1.575
C 1.863 -3.654 2.100
C 1.049 -4.546 2.780
C -0.199 -4.150 3.237
C -0.642 -2.861 3.030
C 0.158 -1.944 2.360
C -0.285 -0.509 2.186
N 0.028 -0.017 0.850
C -0.855 -0.557 -0.167
C -0.309 -0.185 -1.552
N -0.041 1.225 -1.734
C -1.034 2.011 -2.414
C -2.358 2.303 -1.666
C -3.268 3.095 -2.554
C -4.162 2.454 -3.403
C -4.971 3.182 -4.257
C -4.895 4.565 -4.275
C -4.005 5.213 -3.436
C -3.198 4.483 -2.583
C 0.661 1.833 -0.616
C 2.157 1.483 -0.733
C 3.050 2.111 0.341
O 2.951 1.500 1.605
C 0.071 1.430 0.746
C 1.407 -2.339 1.886
O 2.209 -1.480 1.207
H 4.776 -6.199 3.407
H 3.468 -5.166 4.003
H 4.970 -4.440 3.432
H 4.526 -5.225 1.126
H 3.017 -5.998 1.652
H 1.368 -5.561 2.953
H -0.822 -4.861 3.759
H -1.611 -2.553 3.395
H 0.262 0.114 2.903
H -1.359 -0.419 2.416
H -1.882 -0.176 -0.034
H -0.880 -1.646 -0.068
H 0.629 -0.732 -1.700
H -1.010 -0.513 -2.322
H -1.277 1.496 -3.348
H -0.572 2.968 -2.679
H -2.142 2.867 -0.756
H -2.833 1.360 -1.394
H -4.227 1.375 -3.392
H -5.664 2.670 -4.908
H -5.527 5.134 -4.940
H -3.942 6.292 -3.445
H -2.507 4.994 -1.928
H 0.566 2.920 -0.712
H 2.493 1.832 -1.711
H 2.288 0.401 -0.708
H 4.093 2.079 -0.007
H 2.778 3.158 0.499
H 3.183 0.565 1.522
H -0.936 1.865 0.859
H 0.706 1.823 1.541
H 1.623 -0.724 0.952
*
```

## Properties
Molar mass in g mol⁻¹: 384.52
HOMO level in eV: -7.93
SMILES: CCOc1cccc(CN2CCN(CCc3ccccc3)[C@H](CCO)C2)c1O

Bottom line: version b, by a margin of 37.0 kJ/mol.

Version a
The following is a quantum chemistry calculation of a cluster of 2 separate species, CH5BS in total, from the OMol25 dataset.

Structure (ORCA input):
```
! wB97M-V def2-TZVPD RIJCOSX def2/J DEFGRID3
* xyz 0 1
B -0.856 1.068 0.971
C -0.143 -0.072 1.357
H -1.550 1.952 0.792
H -0.719 -0.958 1.106
H 0.800 -0.325 1.169
S 0.784 -1.204 -1.751
H 0.455 -0.327 -2.671
H 1.229 -0.135 -0.973
*
```

## Properties
Molar mass in g mol⁻¹: 59.93
HOMO level in eV: -8.83
SMILES: B=C.S

Version b
The following is a quantum chemistry calculation of a cluster of 2 separate species, CH5BS in total, from the OMol25 dataset.

Structure (ORCA input):
```
! wB97M-V def2-TZVPD RIJCOSX def2/J DEFGRID3
* xyz 0 1
B -1.121 -0.409 -0.827
C 1.925 0.301 0.498
S -1.997 -0.076 0.612
H -1.737 -0.725 -1.899
H 2.550 -0.290 -0.022
H 1.450 -0.190 1.367
H 2.011 1.334 0.267
H -3.080 0.056 0.004
*
```

## Properties
Molar mass in g mol⁻¹: 59.93
HOMO level (spin up / spin down) in eV: -8.02 / -8.75

Bottom line: version a, by a margin of 151.2 kJ/mol.

Version a
The following is a quantum chemistry calculation of a cluster of 2 separate species, CH3N3O3 in total, from the OMol25 dataset.

Structure (ORCA input):
```
! wB97M-V def2-TZVPD RIJCOSX def2/J DEFGRID3
* xyz 0 1
H 0.628 1.430 -1.099
N 0.653 0.537 -0.840
N 1.388 0.356 0.146
O 2.184 1.130 0.568
O 1.282 -0.900 0.753
H 0.658 -1.501 0.235
N -1.803 -0.950 -0.067
C -1.584 0.190 0.242
O -1.425 1.131 0.896
H -1.980 -1.423 -0.833
*
```

## Properties
Molar mass in g mol⁻¹: 105.05
HOMO level in eV: -10.66
SMILES: [H]/N=[N+](\[O-])O.N=C=O

Version b
The following is a quantum chemistry calculation of the molecule CH3N3O3, from the OMol25 dataset.

Structure (ORCA input):
```
! wB97M-V def2-TZVPD RIJCOSX def2/J DEFGRID3
* xyz 0 1
N -1.813 -0.495 -0.246
N -0.529 -0.050 -0.266
N 0.371 -0.864 0.065
O 0.442 -1.988 0.377
O 1.638 -0.093 0.063
C 1.381 1.194 0.262
O 2.253 1.990 0.049
H -1.818 -1.458 -0.422
H -2.424 0.227 -0.640
H 0.500 1.536 0.759
*
```

## Properties
Molar mass in g mol⁻¹: 105.05
HOMO level in eV: -9.66
SMILES: N/N=[N+](\[O-])OC=O

Bottom line: version a, by a margin of 78.4 kJ/mol.

Version a
The following is a quantum chemistry calculation of a cluster of 2 separate species, CH3N3O3 in total, from the OMol25 dataset.

Structure (ORCA input):
```
! wB97M-V def2-TZVPD RIJCOSX def2/J DEFGRID3
* xyz 0 1
C 1.410 0.560 -0.185
N -0.618 -0.258 1.688
N 0.191 -0.088 -0.086
N -0.805 -0.078 -1.086
O 2.364 0.632 0.526
O -0.497 0.339 -2.163
O -1.877 -0.465 -0.729
H 1.593 0.991 -1.210
H -0.257 -1.141 2.157
H -1.503 -0.493 1.089
*
```

## Properties
Molar mass in g mol⁻¹: 105.05
HOMO level (spin up / spin down) in eV: -10.67 / -10.67

Version b
The following is a quantum chemistry calculation of a cluster of 2 separate species, CH3N3O3 in total, from the OMol25 dataset.

Structure (ORCA input):
```
! wB97M-V def2-TZVPD RIJCOSX def2/J DEFGRID3
* xyz 0 1
C -1.256 -1.053 0.890
N 0.679 1.529 -1.171
N 0.965 0.518 0.731
N 0.913 0.402 -0.639
O -1.884 -0.432 0.098
O 1.155 -0.609 -1.240
O -0.058 -1.072 1.341
H -1.659 -2.203 1.342
H 0.874 1.565 -2.248
H 0.272 1.357 0.897
*
```

## Properties
Molar mass in g mol⁻¹: 105.05
HOMO level (spin up / spin down) in eV: -10.71 / -10.52

Bottom line: version a, by a margin of 54.3 kJ/mol.

Version a
The following is a quantum chemistry calculation of a structure of composition C5H9NS2, from the OMol25 dataset.

Structure (ORCA input):
```
! wB97M-V def2-TZVPD RIJCOSX def2/J DEFGRID3
* xyz 0 1
C 2.476 1.123 -0.325
C 1.745 -0.116 -0.050
C -0.535 -1.490 0.332
C -1.767 -0.424 0.506
C -0.828 0.635 0.110
H 1.392 1.951 -0.784
H 3.339 1.553 0.856
H 3.321 0.850 -1.439
H -0.646 -2.318 1.130
H -0.660 -1.853 -0.863
H -2.070 -0.496 1.545
H -3.604 0.403 -0.034
H -1.093 0.836 -1.091
H -0.917 1.785 0.649
N 0.469 -0.209 0.309
S 2.554 -1.575 -0.285
S -3.175 -0.659 -0.565
*
```

## Properties
Molar mass in g mol⁻¹: 147.27
HOMO level in eV: -8.00

Version b
The following is a quantum chemistry calculation of the molecule C5H9NS2, from the OMol25 dataset.

Structure (ORCA input):
```
! wB97M-V def2-TZVPD RIJCOSX def2/J DEFGRID3
* xyz 0 1
C -1.933 0.050 -0.913
C -0.993 -0.748 -0.396
C -1.275 -1.498 0.922
S 0.523 -1.061 -1.326
C 1.846 -0.404 -0.430
S 3.310 -1.149 -0.292
C 1.538 0.885 0.378
N 1.151 1.997 -0.485
H -2.935 0.053 -0.506
H -1.773 0.612 -1.838
H -0.358 -1.461 1.579
H -2.161 -1.112 1.388
H -1.382 -2.551 0.689
H 2.472 1.128 0.869
H 0.779 0.738 1.132
H 0.927 2.792 0.111
H 0.265 1.727 -0.882
*
```

## Properties
Molar mass in g mol⁻¹: 147.27
HOMO level in eV: -8.66
SMILES: C=C(C)SC(=S)CN

Bottom line: version b, by a margin of 572.5 kJ/mol.